The following is a quantum chemistry calculation of an isolated molecule of C19H26N4O3S, from the OMol25 dataset.

```
53
C19H26N4O3S (wB97M-V/def2-TZVPD)
C -1.5552 1.5420 -4.2943
C -1.6356 1.7035 -2.8169
S -3.0541 1.1690 -1.9483
C -2.3636 1.6909 -0.4565
N -2.9959 1.5675 0.7259
C -2.3379 1.9845 1.7489
N -1.0977 2.5263 1.7214
C -0.4605 2.9079 2.9635
C -0.2023 1.7149 3.8953
O -0.3442 1.8048 5.0975
N 0.2241 0.6175 3.2543
C 0.3368 -0.6653 3.9055
C -0.5628 -1.7170 3.2484
C 0.0301 -2.3725 1.9955
C -0.0531 -1.5116 0.7424
O -0.4316 -0.3467 0.7763
N 0.2786 -2.0953 -0.4230
C 0.8616 -3.4039 -0.6130
C 2.2964 -3.2644 -1.1300
C 2.3062 -2.4683 -2.4320
C 1.6272 -1.1186 -2.2153
C 0.2235 -1.3235 -1.6513
C -0.3656 2.6746 0.5276
O 0.7625 3.1319 0.5567
C -1.0997 2.2402 -0.6340
C -0.6886 2.2444 -1.9995
C 0.6137 2.7863 -2.4875
H -0.7065 0.9129 -4.5647
H -1.4175 2.5106 -4.7750
H -2.4644 1.0871 -4.6766
H -2.8050 1.9033 2.7211
H -1.0730 3.6361 3.5012
H 0.4987 3.3676 2.7009
H 0.1684 0.5741 2.2399
H 0.0442 -0.5151 4.9484
H 1.3820 -0.9964 3.8832
H -1.5197 -1.2566 2.9951
H -0.7501 -2.5061 3.9789
H -0.5196 -3.2970 1.8031
H 1.0769 -2.6284 2.1795
H 0.8502 -3.9760 0.3121
H 0.2597 -3.9408 -1.3567
H 2.7232 -4.2563 -1.2845
H 2.8979 -2.7459 -0.3805
H 3.3315 -2.3239 -2.7755
H 1.7686 -3.0269 -3.2021
H 1.5617 -0.5708 -3.1558
H 2.2083 -0.5187 -1.5125
H -0.2439 -0.3656 -1.4248
H -0.3988 -1.8641 -2.3733
H 1.1277 2.0523 -3.1064
H 1.2397 3.0477 -1.6403
H 0.4478 3.6778 -3.0923
```

As for the largest force on an atom: 0.817 eV Å⁻¹. The calculated total energy comes out at -1582.6353 hartree. The SMILES is Cc1sc2ncn(CC(=O)NCCCC(=O)N3CCCCC3)c(=O)c2c1C. Its HOMO-LUMO gap is 8.52 eV.